No. 1
Molecular formula: C28H35F3N4O3P2SZr
Method: DFT, wB97M-V/def2-TZVPD

Results
Total charge ... +2
Strongest force on any atom ... 5.1 eV/A
HOMO level ... -13.35 eV
HOMO-LUMO gap ... 0.1614 Eh

Cartesian coordinates (Å):
Zr: -0.6703 -0.9416 1.5286
C: -3.1752 -0.9263 -3.0926
C: -1.9316 -0.6398 -3.4974
C: -1.3490 0.6965 -3.8744
C: -1.9788 1.9019 -3.1450
C: -2.0837 1.7623 -1.6472
C: -2.9539 1.0292 -0.9374
C: -4.2850 0.6305 -1.4464
C: -4.2706 0.0695 -2.9015
C: -0.6086 -0.4270 3.7488
H: -3.5531 -1.9674 -3.1217
H: -1.3227 -1.4901 -3.8354
H: -1.4351 0.8810 -4.9639
H: -0.2625 0.6375 -3.6975
H: -1.3694 2.7870 -3.3711
H: -2.9478 2.0905 -3.6147
H: -1.5032 2.5420 -1.1105
H: -2.8382 0.9896 0.1453
H: -5.0221 1.4500 -1.4240
H: -4.6860 -0.1411 -0.7871
H: -5.2486 -0.3849 -3.1187
H: -4.2106 0.9141 -3.5996
H: -0.6579 -1.3487 4.3476
H: -1.3323 0.2831 4.1585
H: 0.3550 0.0174 4.0305
P: 0.4065 1.3366 0.8430
P: 2.0394 -1.2392 -0.2771
N: -0.8765 2.5556 1.2997
N: 1.7071 2.3523 1.5041
N: 0.5084 -2.2283 -0.4286
N: 2.8758 -2.5070 -1.1630
C: 0.7823 1.2474 -0.9602
C: 1.6473 0.0802 -1.4890
C: -2.0076 2.1790 2.0355
C: -2.8745 3.2591 2.1252
C: -2.2598 4.3508 1.4442
C: -1.0524 3.8917 0.9385
C: 1.8035 2.7551 2.8435
C: 2.8910 3.6035 3.0009
C: 3.4771 3.7729 1.7045
C: 2.7181 3.0239 0.8169
C: -0.0989 -2.9772 0.6340
C: -1.4899 -3.1642 0.2561
C: -1.6041 -2.7283 -1.0884
C: -0.3628 -2.2352 -1.4904
C: 2.6064 -3.2594 -2.3101
C: 3.6258 -4.1954 -2.5165
C: 4.5484 -4.0552 -1.4294
C: 4.0575 -3.0380 -0.6227
H: 1.2094 2.2307 -1.2052
H: -0.1746 1.1914 -1.5039
H: 1.2016 -0.3236 -2.4063
H: 2.6328 0.4938 -1.7516
H: -2.0824 1.1883 2.4608
H: -3.8384 3.2274 2.6058
H: -2.6768 5.3492 1.3521
H: -0.3036 4.4050 0.3608
H: 1.1060 2.4036 3.5693
H: 3.2352 4.0606 3.9160
H: 4.3433 4.3753 1.4530
H: 2.8174 2.9046 -0.2432
H: 0.5046 -3.7327 1.1159
H: -2.2071 -3.8152 0.7855
H: -2.4959 -2.7574 -1.7121
H: -0.0125 -1.8608 -2.4423
H: 1.7350 -3.0597 -2.9090
H: 3.7018 -4.9084 -3.3379
H: 5.4601 -4.6242 -1.2525
H: 4.4185 -2.6381 0.3038
F: 3.1990 -3.3190 4.8601
C: 2.6045 -2.1261 4.6425
F: 1.7231 -1.9167 5.6442
F: 3.5329 -1.1439 4.6584
S: 1.8118 -2.1983 2.9194
O: 2.7417 -2.8591 2.0293
O: 0.5919 -2.9433 3.2207
O: 1.4936 -0.7993 2.4223

Forces on atoms 1 to 6 (eV/Å):
Zr 1.22 -0.26 3.73
C -0.25 -0.14 -1.33
C -0.60 -0.70 -1.06
C 0.08 0.01 0.29
C -0.07 0.53 -0.43
C -0.07 1.19 0.30

No. 2
Molecular formula: C28H35FO3
Method: DFT, wB97M-V/def2-TZVPD

Results
Total charge ... 0
Strongest force on any atom ... 1.9 eV/A
HOMO level ... -7.49 eV
HOMO-LUMO gap ... 0.1988 Eh

Cartesian coordinates (Å):
C: 0.2339 4.0304 -2.6435
C: -0.1678 2.5832 -2.4928
O: 0.0277 2.2295 -1.0938
C: 0.2746 0.9308 -0.7542
C: 0.1867 0.7806 0.7030
C: 0.5180 -0.4676 1.3551
O: 1.1155 -0.4561 2.4531
C: 0.0767 -1.7991 0.7816
C: 1.1716 -2.6290 0.1034
C: 2.4557 -2.8352 0.9318
C: 3.6898 -2.1052 0.3706
C: 4.3221 -1.0481 1.2972
C: 4.7245 0.2473 0.5685
C: 3.5655 1.2068 0.2882
C: 3.0464 1.9240 1.5314
C: 1.7772 2.7623 1.3179
C: 0.4131 2.0348 1.4926
O: 0.5729 0.0731 -1.5761
H: -0.1789 4.4247 -3.5749
H: -0.1077 4.6586 -1.8112
H: 1.3240 4.0906 -2.7095
H: -1.2273 2.4371 -2.7223
H: 0.4319 1.9041 -3.1144
H: -0.3708 -2.3824 1.6070
H: -0.7018 -1.5847 0.0419
H: 0.7360 -3.6189 -0.1059
H: 1.3794 -2.1559 -0.8669
H: 2.2626 -2.5350 1.9706
H: 2.6733 -3.9166 0.9271
H: 4.4554 -2.8711 0.1784
H: 3.4470 -1.6537 -0.6010
H: 3.6453 -0.8239 2.1348
H: 5.2297 -1.4897 1.7344
H: 5.4737 0.7610 1.1834
H: 5.1964 -0.0008 -0.3916
H: 3.8978 1.9663 -0.4388
H: 2.7344 0.6829 -0.2128
H: 2.8670 1.2000 2.3382
H: 3.8485 2.6029 1.8766
H: 1.8013 3.5412 2.0933
H: 1.7918 3.2718 0.3444
H: -0.3830 2.7478 1.2330
H: 0.3199 1.7719 2.5538
F: -3.4257 -1.8403 -5.2764
C: -3.1759 -1.3449 -4.0228
C: -3.2565 0.0333 -3.8086
C: -3.0078 0.5223 -2.5344
C: -2.5601 -0.3255 -1.4914
C: -2.3036 0.1913 -0.1574
C: -2.9983 -0.3972 0.9583
C: -2.6813 -0.0155 2.2906
C: -3.3550 -0.5674 3.3785
C: -4.3455 -1.5442 3.1948
C: -4.6784 -1.9428 1.8946
C: -4.0679 -1.3354 0.8021
C: -2.4778 -1.7156 -1.7707
C: -2.8118 -2.2364 -3.0114
H: -3.5157 0.7014 -4.6288
H: -3.2022 1.5766 -2.2957
H: -2.0302 1.2470 -0.0836
H: -1.8845 0.7095 2.4491
H: -3.1013 -0.2322 4.3880
H: -4.8739 -1.9688 4.0508
H: -5.4275 -2.7185 1.7328
H: -4.4170 -1.5897 -0.2017
H: -2.1702 -2.3845 -0.9636
H: -2.7814 -3.3133 -3.1948

Forces on atoms 1 to 6 (eV/Å):
C 0.34 0.05 -0.20
C 0.14 -0.46 0.53
O -0.41 -0.07 -0.51
C 0.43 -0.67 -0.29
C 0.09 0.26 -1.22
C 0.83 -0.90 1.39

No. 3
Molecular formula: C28H35MoN5P2S
Method: DFT, wB97M-V/def2-TZVPD

Results
Total charge ... +2
Strongest force on any atom ... 4.5 eV/A
HOMO level (alpha / beta) ... -12.71 / -12.71 eV
HOMO-LUMO gap (alpha / beta) ... 0.2227 / 0.1694 Eh
Spin multiplicity ... 3

Cartesian coordinates (Å):
Mo: -0.5921 2.2873 -1.2734
C: -1.9411 2.4262 -2.7765
C: -1.5832 1.0137 -2.5245
C: -0.5221 0.3252 -3.3425
C: 0.8356 1.0795 -3.4364
C: 1.1130 2.0473 -2.3142
C: 0.6716 3.4546 -2.3482
C: -0.0936 4.0233 -3.5185
C: -1.2940 3.1413 -3.9453
C: -0.3611 3.2877 0.5608
H: -2.9678 2.7187 -2.5396
H: -2.3840 0.3547 -2.1682
H: -0.9047 0.0976 -4.3535
H: -0.3492 -0.6759 -2.9121
H: 1.6213 0.3051 -3.4070
H: 0.9462 1.5640 -4.4196
H: 2.0362 1.8528 -1.7610
H: 1.2847 4.1877 -1.8082
H: 0.5616 4.2093 -4.3871
H: -0.4667 5.0295 -3.2570
H: -2.0537 3.7805 -4.4270
H: -1.0235 2.4332 -4.7483
H: -1.2357 3.2602 1.2209
H: -0.1249 4.3218 0.2453
H: 0.5172 2.8437 1.0680
P: 1.9504 -1.3927 0.9610
P: -1.4737 -1.5773 1.7817
N: 3.1158 -0.6264 0.0395
N: 2.6795 -2.1367 2.2331
N: -2.5685 -0.2290 1.3342
N: -2.8575 -2.6895 2.0123
C: 0.7878 -2.3114 -0.0209
C: -0.7686 -2.1222 0.1639
C: 3.3608 0.7635 0.1485
C: 4.6502 1.0069 -0.2585
C: 5.2159 -0.2450 -0.7000
C: 4.2724 -1.2329 -0.5116
C: 3.4258 -1.4489 3.2370
C: 4.3038 -2.3438 3.7954
C: 4.1355 -3.6068 3.1312
C: 3.1689 -3.4595 2.1659
C: -2.5985 1.0070 1.9917
C: -3.2575 1.9286 1.1892
C: -3.6754 1.2397 0.0115
C: -3.2647 -0.0763 0.1364
C: -3.8553 -2.9567 1.0613
C: -5.0142 -3.3491 1.7129
C: -4.7433 -3.3335 3.1211
C: -3.4325 -2.9058 3.2858
H: 1.0582 -3.3670 0.1561
H: 1.0628 -2.0946 -1.0714
H: -1.1850 -1.4299 -0.5858
H: -1.2049 -3.1111 -0.0486
H: 2.6036 1.4045 0.5818
H: 5.1240 1.9738 -0.2096
H: 6.2195 -0.3688 -1.0815
H: 4.2879 -2.3004 -0.7034
H: 3.2432 -0.4039 3.4546
H: 4.9988 -2.1314 4.5933
H: 4.6738 -4.5132 3.3634
H: 2.7730 -4.1346 1.4200
H: -2.1409 1.1084 2.9680
H: -3.3869 2.9874 1.3697
H: -4.1997 1.6543 -0.8380
H: -3.5220 -0.9252 -0.4796
H: -3.6521 -2.8735 0.0031
H: -5.9577 -3.5820 1.2373
H: -5.4385 -3.5856 3.9087
H: -2.8521 -2.7471 4.1824
S: 0.3295 0.9556 4.0470
C: 0.7960 0.3091 2.7024
N: 1.1223 -0.0960 1.5804

Forces on atoms 1 to 6 (eV/Å):
Mo 0.89 1.55 4.14
C -1.45 -2.09 -1.26
C -2.93 -0.25 -1.90
C 0.16 -0.62 0.20
C 0.58 -0.72 -0.62
C 1.85 1.50 -0.74

Question: What is the formula in the third record?
Answer: C28H35MoN5P2S